Entry from the OMol25 dataset: an isolated ion of composition C5H11N2S and charge +1 (ωB97M-V/def2-TZVPD).

Calculated values
SMILES string: C[N+]1(C)CNCC1=S
frontier orbital gap: 8.5 eV
electronic energy: -704.480590 a.u.
LUMO energy: -4.97 eV
HOMO energy: -13.52 eV
charge: +1

Each line ends with the natural charge from an NBO analysis.
CARTESIAN COORDINATES (ANGSTROEM)
C1 0.07845 1.55826 -0.99446  -0.425
N1 0.01058 0.42349 -0.01015  -0.320
C2 0.11721 1.07968 1.35131  -0.399
C3 1.11855 -0.55442 -0.49399  -0.012
N2 0.74441 -1.80325 -0.00183  -0.577
C4 -0.70816 -1.88545 -0.06927  -0.338
C5 -1.18298 -0.43826 -0.05468  0.008
S1 -2.67404 0.14612 0.05112  0.273
H1 1.00520 1.79110 -1.45232  0.251
H2 -0.49291 1.16094 -1.93457  0.243
H3 -0.37888 2.40282 -0.48883  0.243
H4 1.05542 1.45108 1.40301  0.220
H5 -0.56634 1.85119 1.49388  0.242
H6 -0.11432 0.37129 2.26451  0.245
H7 2.03298 -0.29881 -0.11155  0.232
H8 0.86336 -0.38330 -1.60451  0.205
H9 1.06519 -1.91717 0.97609  0.381
H10 -0.99248 -2.55045 0.71647  0.267
H11 -0.98122 -2.40487 -1.04024  0.260

Entry from the OMol25 dataset: C28H28FMnN2O3SbSe4 as an isolated structure (ωB97M-V/def2-TZVPD).

Calculated values
frontier orbital gap (alpha / beta): 3.8 / 4.4 eV
electronic energy: -12515.786692 a.u.
LUMO energy (alpha / beta): 3.48 / 3.47 eV
HOMO energy (alpha / beta): -0.33 / -0.97 eV
multiplicity: 6
charge: -2

Each line ends with the Löwdin spin population.
CARTESIAN COORDINATES (ANGSTROEM)
Mn1 0.35966 -2.48814 0.06773  3.161
O1 -2.78395 3.22934 2.99239  0.002
C1 -2.33041 2.10625 3.74339  0.007
C2 -1.95419 0.96081 2.85084  0.058
C3 -1.72511 -0.30913 3.44853  0.122
C4 -1.36444 -1.36101 2.62501  0.013
N1 -1.20701 -1.25216 1.31070  0.160
C5 -1.50014 -0.04575 0.70512  0.136
C6 -1.84761 1.08518 1.49919  0.040
C7 -1.49114 -0.06693 -0.71595  0.101
C8 -1.97128 0.97446 -1.55295  0.055
C9 -2.15663 0.74380 -2.89114  0.030
C10 -2.73420 1.79691 -3.79764  0.000
O2 -4.13997 1.98340 -3.60612  0.001
C11 -1.88552 -0.53850 -3.40782  0.116
C12 -1.33175 -1.48297 -2.55892  0.005
N2 -1.06169 -1.23943 -1.28497  0.133
H1 -3.19008 3.85156 3.60165  0.000
H2 -3.10965 1.75981 4.43262  0.002
H3 -1.45822 2.38852 4.35038  0.002
H4 -1.83607 -0.46049 4.51625  0.013
H5 -1.18207 -2.35210 3.02816  0.002
H6 -2.04214 2.03742 1.02464  0.001
H7 -2.23187 1.93279 -1.11768  0.003
H8 -2.53172 1.51855 -4.83730  0.000
H9 -2.28202 2.77088 -3.60733  0.001
H10 -4.54863 1.10941 -3.60677  0.000
H11 -2.11133 -0.78830 -4.43666  0.009
H12 -1.08991 -2.48982 -2.88348  -0.001
Se1 -4.37148 -4.57055 -2.76071  0.230
Sb1 -2.57508 -5.36489 -1.30624  0.277
Se2 1.13379 -3.62980 1.66184  0.030
Se3 -0.91201 -3.99020 -0.25792  0.108
Se4 -1.90897 -7.50376 -2.23554  0.246
C13 1.43709 5.27290 1.87686  0.002
C14 1.55898 3.78739 1.68174  0.009
C15 1.66016 2.93065 2.76704  0.002
C16 1.70109 1.55102 2.60929  0.008
C17 1.83484 0.68183 3.83368  0.004
C18 1.64101 1.01213 1.31167  0.003
C19 1.53093 -0.43573 1.18322  0.038
O3 1.46883 -1.04765 0.12406  0.029
C20 1.64504 1.87025 0.19254  0.007
C21 1.73907 1.35436 -1.21514  0.001
C22 1.58151 3.23858 0.40336  0.001
H13 1.61260 5.54283 2.91813  0.000
H14 0.43468 5.60769 1.60227  0.001
H15 2.15239 5.81091 1.25227  0.000
H16 1.69942 3.34508 3.76947  0.000
H17 1.97294 1.30537 4.71816  0.000
H18 2.69394 0.01438 3.76308  0.001
H19 0.94248 0.07322 3.99253  0.003
H20 1.51802 -1.00385 2.11764  0.007
H21 2.54792 0.63364 -1.32621  0.000
H22 1.92233 2.18435 -1.90016  0.000
H23 0.81350 0.86679 -1.52502  0.000
H24 1.55385 3.90041 -0.45655  0.000
F1 4.75043 -3.94221 -3.95350  0.002
C23 3.61869 -3.71943 -3.21698  0.007
C24 2.98675 -2.50400 -3.32244  -0.009
C25 1.86762 -2.26185 -2.52341  -0.015
C26 1.39122 -3.20803 -1.61816  -0.158
C27 2.01611 -4.45546 -1.61975  -0.001
C28 3.13019 -4.72335 -2.40859  -0.005
H25 3.36050 -1.75015 -4.00527  -0.001
H26 1.36002 -1.31107 -2.64138  -0.001
H27 1.61491 -5.24439 -0.99707  0.004
H28 3.61373 -5.69175 -2.38073  -0.001

Entry from the OMol25 dataset: a 5-piece molecular cluster, C16H20B3Cl12F4NO4 overall (ωB97M-V/def2-TZVPD).

Calculated values
SMILES string: Oc1ccccc1CNCCCB1OBOB(C(F)(F)C(F)F)O1.ClC(Cl)Cl.ClC(Cl)Cl.ClC(Cl)Cl.ClC(Cl)Cl
frontier orbital gap: 7.7 eV
electronic energy: -6973.467814 a.u.
LUMO energy: -0.57 eV
HOMO energy: -8.26 eV
charge: 0

Each line ends with the natural charge from an NBO analysis.
CARTESIAN COORDINATES (ANGSTROEM)
O1 1.89883 0.59897 2.54833  -0.729
C1 1.93396 0.62369 1.04795  0.272
C2 2.60839 -0.61073 0.20505  -0.280
C3 2.60400 -0.60789 -1.44378  -0.241
C4 1.93134 0.67540 -2.23339  -0.239
C5 1.23195 1.96407 -1.45087  -0.226
C6 1.24650 1.88998 0.20379  -0.049
C7 0.49546 3.16345 0.98311  -0.256
N1 -0.97195 2.84998 1.18114  -0.661
C8 -1.20917 1.81139 2.25629  -0.217
C9 -2.81668 1.42769 2.46919  -0.401
C10 -3.05294 -0.01125 1.66289  -0.795
B1 -4.52054 -0.07228 0.88189  1.183
O2 -5.53225 -0.98665 1.44670  -0.895
B2 -6.56694 -1.28730 0.42772  0.994
O3 -6.74874 -0.54510 -0.84411  -0.885
B3 -6.12749 0.81009 -0.66980  1.169
C11 -6.93739 2.23562 -0.83407  0.358
F1 -8.04545 2.30310 0.18473  -0.349
F2 -7.59995 2.40645 -2.16860  -0.338
C12 -5.93913 3.54717 -0.55465  0.519
F3 -6.82425 4.73560 -0.29233  -0.344
F4 -5.11952 3.75019 -1.78737  -0.341
O4 -4.68245 0.80738 -0.29269  -0.904
H1 1.48706 -0.27429 2.85584  0.490
H2 3.05944 -1.51290 0.83597  0.239
H3 3.07828 -1.55122 -1.97014  0.247
H4 1.93603 0.68825 -3.41321  0.222
H5 0.73855 2.84479 -2.07286  0.250
H6 0.54599 4.11532 0.26995  0.216
H7 1.06453 3.46248 1.98210  0.199
H8 -1.55228 3.70827 1.31427  0.370
H9 -0.73903 2.14418 3.29672  0.172
H10 -0.68478 0.77109 1.99998  0.206
H11 -3.53512 2.28229 2.11298  0.202
H12 -2.92134 1.16111 3.61866  0.224
H13 -2.24062 -0.19463 0.81624  0.252
H14 -2.96509 -0.93803 2.39789  0.238
H15 -7.32535 -2.15369 0.66382  -0.094
H16 -5.29288 3.25268 0.38882  0.194
Cl1 5.19756 -0.15302 3.43119  0.039
C13 4.75202 -1.67020 4.23078  -0.280
Cl2 3.91612 -1.34582 5.75900  0.017
Cl3 3.73959 -2.66058 3.16607  0.004
H17 5.66746 -2.22565 4.45011  0.229
Cl4 3.87438 -3.75754 -3.01763  0.011
C14 3.06333 -3.34878 -4.53907  -0.283
Cl5 2.46965 -1.67985 -4.49869  0.018
Cl6 4.15876 -3.58625 -5.91135  0.018
H18 2.20663 -4.01617 -4.66277  0.241
Cl7 -0.98952 -6.61772 -7.47154  0.026
C15 -0.53665 -5.32527 -6.34718  -0.281
Cl8 0.81914 -5.83519 -5.32678  0.010
Cl9 -0.12702 -3.84596 -7.23224  0.025
H19 -1.39319 -5.11446 -5.70178  0.235
Cl10 8.49711 -0.85111 3.89899  0.006
C16 9.54785 0.32323 3.08871  -0.279
Cl11 8.70541 1.07249 1.72184  0.023
Cl12 10.09835 1.55891 4.23305  0.020
H20 10.42404 -0.20576 2.70516  0.231

Entry from the OMol25 dataset: a 2-piece molecular cluster, C2H8O2 overall (ωB97M-V/def2-TZVPD).

Calculated values
SMILES string: CO.CO
frontier orbital gap: 10.6 eV
electronic energy: -231.398183 a.u.
LUMO energy: 0.58 eV
HOMO energy: -10.02 eV
charge: 0

Each line ends with the natural charge from an NBO analysis.
CARTESIAN COORDINATES (ANGSTROEM)
C1 -0.04948 1.96755 1.68673  -0.223
O1 -0.77493 1.51810 0.61830  -0.754
H1 0.95492 1.54916 1.69766  0.154
H2 0.06228 3.02652 1.59536  0.164
H3 -0.52294 1.65607 2.59562  0.172
H4 -1.01528 2.12454 -0.23785  0.488
C2 0.32603 -2.17653 -1.00277  -0.246
O2 0.09624 -1.90651 -2.35354  -0.754
H5 -0.67726 -2.65689 -0.71036  0.168
H6 0.29829 -1.29978 -0.41279  0.178
H7 1.23027 -2.82700 -0.77975  0.172
H8 0.07186 -0.97522 -2.69660  0.480

Entry from the OMol25 dataset: C46H57N5O2PdS as an isolated structure (ωB97M-V/def2-TZVPD).

Calculated values
frontier orbital gap (alpha / beta): 5.7 / 3.1 eV
electronic energy: -2736.614194 a.u.
LUMO energy (alpha / beta): -5.38 / -9.28 eV
HOMO energy (alpha / beta): -11.12 / -12.36 eV
multiplicity: 5
charge: +2

Each line ends with the Löwdin spin population.
CARTESIAN COORDINATES (ANGSTROEM)
Pd1 -2.71918 0.22074 1.02660  0.901
C1 0.95729 -3.28546 1.97996  0.009
C2 -0.55227 -3.22740 1.80365  0.008
C3 -0.96218 -4.68088 1.43086  0.002
C4 -1.26310 -2.73670 3.08839  0.089
C5 -1.75580 -3.63444 4.06918  0.008
C6 -2.38600 -3.11872 5.19178  0.131
C7 -2.49635 -1.77983 5.45502  0.003
C8 -2.15866 -0.84960 4.46775  0.098
C9 -2.53012 0.61097 4.56411  0.015
C10 -1.32892 1.44048 5.10466  0.009
C11 -3.73543 0.86582 5.47999  0.003
C12 -1.51019 -1.33602 3.27824  0.141
N1 -1.23338 -0.50725 2.16847  0.485
C13 -0.03347 0.03118 1.90004  0.269
C14 0.01073 0.86809 0.72413  0.143
N2 -1.13133 1.30516 0.21780  0.296
C15 -1.39925 2.21107 -0.78416  0.033
C16 -1.00413 3.58920 -0.58558  0.044
C17 -1.69503 4.57785 -1.33425  -0.005
C18 -2.45203 4.16664 -2.40363  0.032
C19 -2.82124 2.87413 -2.63455  -0.003
C20 -2.29953 1.83879 -1.79884  0.044
C21 -2.44610 0.43163 -2.25790  0.022
C22 -3.37519 0.20223 -3.44276  0.002
C23 -1.10138 -0.10126 -2.73628  0.002
C24 -0.02029 4.03703 0.42999  0.004
C25 1.33066 4.38789 -0.17525  0.002
C26 -0.37345 5.28175 1.26934  0.001
H1 1.45773 -3.71647 1.09939  0.001
H2 1.17941 -3.86100 2.91439  0.000
H3 1.33567 -2.28256 2.08468  0.003
H4 -0.91777 -2.60990 0.95236  0.002
H5 -0.53910 -5.36729 2.11240  0.000
H6 -0.69199 -4.83303 0.36673  0.000
H7 -2.06455 -4.85967 1.54607  0.000
H8 -1.68588 -4.68646 3.87773  -0.001
H9 -2.92242 -3.75434 5.88557  0.006
H10 -2.92659 -1.43573 6.38789  -0.001
H11 -2.83479 1.05597 3.63536  0.007
H12 -1.08349 1.10667 6.11739  0.000
H13 -1.63745 2.47414 5.07632  0.001
H14 -0.50939 1.24145 4.42964  0.001
H15 -3.52340 0.58899 6.50897  0.000
H16 -4.60067 0.29493 5.13914  0.000
H17 -4.07624 1.88923 5.54136  0.000
H18 0.87952 -0.09667 2.49062  0.019
H19 1.02383 1.16538 0.38884  0.007
H20 -1.39371 5.59879 -1.32388  -0.001
H21 -2.69144 4.99849 -3.10907  0.002
H22 -3.54741 2.51318 -3.36515  -0.001
H23 -2.76546 -0.30028 -1.39496  0.015
H24 -2.94862 0.69811 -4.33226  0.001
H25 -4.37377 0.60790 -3.29184  0.000
H26 -3.52517 -0.86242 -3.72763  0.000
H27 -0.90662 0.17258 -3.80157  0.001
H28 -1.05133 -1.21527 -2.67019  0.001
H29 -0.16764 0.24403 -2.26520  0.000
H30 0.12302 3.20765 1.11852  0.001
H31 1.26506 5.03267 -1.08519  0.000
H32 1.82827 3.45934 -0.49845  0.000
H33 1.93711 4.93812 0.56025  0.000
H34 -0.33196 6.18992 0.72179  0.000
H35 0.26356 5.33395 2.11689  0.000
H36 -1.41007 5.17843 1.60347  0.000
C27 4.14959 -3.09182 -4.37948  0.044
C28 4.92719 -1.87097 -4.10230  0.212
C29 4.49373 -0.62773 -4.65231  0.075
C30 5.20032 0.56527 -4.49152  0.048
C31 6.43518 0.45881 -3.79274  0.217
N3 7.33365 1.55744 -3.60405  0.141
C32 6.95523 2.80045 -3.10550  0.011
O1 7.30985 3.89940 -3.53846  0.019
N4 6.11776 2.68541 -1.97455  0.018
C33 5.85258 1.51811 -1.19342  0.016
C34 6.91390 0.82068 -0.60037  0.010
C35 6.56859 -0.13614 0.29737  -0.001
C36 5.22777 -0.42223 0.46061  0.007
N5 4.23679 0.24953 -0.05539  0.002
C37 4.51540 1.14324 -0.96017  0.006
C38 6.91157 -0.79855 -3.34276  0.105
C39 6.14045 -1.96554 -3.40571  0.027
H37 3.41383 -3.23358 -3.60238  0.019
H38 4.81300 -3.97650 -4.43377  0.006
H39 3.63658 -2.93890 -5.35631  0.004
H40 3.75221 -0.55521 -5.44680  0.000
H41 4.90139 1.52615 -4.93836  -0.001
H42 8.16316 1.65187 -4.23291  0.013
H43 5.88511 3.57404 -1.55546  0.001
H44 7.97256 0.94713 -0.82524  0.000
H45 7.31884 -0.63173 0.91341  0.000
H46 4.91438 -1.33354 1.01677  0.000
H47 3.71612 1.57669 -1.59201  0.000
H48 7.85937 -0.74130 -2.84439  0.002
H49 6.44522 -2.81266 -2.87020  -0.001
C40 -5.93324 0.41341 1.79823  0.028
S1 -4.58708 -0.83249 1.74896  0.059
O2 -4.88229 -1.72736 2.87429  0.015
C41 -4.69536 -1.86124 0.28763  0.012
C42 -4.38799 -3.21945 0.44798  0.007
C43 -4.38433 -4.06975 -0.64535  0.000
C44 -4.68595 -3.55048 -1.88912  0.009
C45 -5.07616 -2.20345 -2.03035  -0.001
C46 -5.15828 -1.38670 -0.93918  0.011
H50 -5.68923 1.05858 2.60907  0.001
H51 -6.90618 -0.11166 1.88185  0.004
H52 -5.89001 0.94058 0.86236  0.003
H53 -4.04645 -3.59988 1.38453  0.000
H54 -4.10958 -5.12607 -0.65448  0.000
H55 -4.57725 -4.21661 -2.81102  0.000
H56 -5.29772 -1.76146 -3.01890  0.000
H57 -5.45515 -0.37570 -1.00525  0.001